[1]
{
  "formula": "C27H35AsN4O7Sn",
  "method": "ωB97M-V/def2-TZVPD",
  "species": ["O", "H", "Sn", "N", "N", "N", "N", "O", "O", "O", "O", "C", "C", "C", "C", "C", "H", "H", "H", "C", "H", "H", "H", "C", "C", "H", "H", "H", "H", "H", "H", "H", "H", "C", "H", "H", "H", "O", "H", "H", "O", "As", "C", "C", "C", "C", "C", "C", "C", "C", "C", "C", "C", "C", "C", "C", "C", "C", "C", "C", "H", "H", "H", "H", "H", "H", "H", "H", "H", "H", "H", "H", "H", "H", "H"],
  "coordinates": [[0.421858, -0.549532, -3.111209], [-0.070810, -0.478754, -3.944154], [0.693355, -0.346503, 0.161018], [0.343928, 1.594952, 1.037255], [2.526834, 0.722421, -0.193132], [-1.180964, -0.968238, 1.008449], [0.283077, -2.260619, -0.750084], [-0.646209, 1.909539, 1.822960], [-1.941506, -0.294426, 1.914152], [0.903559, -2.766208, -1.879478], [3.643843, 0.151312, -0.364253], [2.419627, 2.081833, -0.006484], [1.286465, 2.531893, 0.711736], [-1.597974, -2.200850, 0.660925], [-0.799564, -2.907355, -0.287846], [1.140464, 3.931657, 1.189598], [1.815165, 4.134259, 2.033858], [0.116993, 4.119547, 1.530413], [1.378102, 4.633647, 0.378846], [3.517914, 2.946620, -0.502041], [3.517272, 2.990002, -1.606589], [4.495532, 2.563295, -0.174473], [3.404019, 3.973681, -0.136127], [-2.826091, -2.746499, 1.293713], [-1.154745, -4.247444, -0.822976], [-3.654036, -2.025806, 1.284049], [-2.639529, -3.037572, 2.336161], [-3.147534, -3.645933, 0.756024], [-0.426249, -4.532988, -1.588345], [-2.154091, -4.201484, -1.277315], [-1.179750, -5.009668, -0.030194], [-1.467093, 0.639636, 1.943783], [0.833480, -1.977129, -2.527265], [-0.206834, 0.400256, -2.072096], [0.643407, 0.987485, -1.672485], [-0.874963, -0.194288, -1.408925], [-0.869840, 1.138373, -2.557008], [-3.427261, 2.506333, -0.003546], [-4.039301, 1.759970, 0.114762], [-2.914051, 2.528450, 0.825163], [1.898508, -1.241469, 1.535417], [2.249136, -1.128034, 3.225204], [0.696885, -1.950316, 4.016240], [0.219684, -3.147957, 3.476073], [-0.932755, -3.728340, 4.013214], [-1.585520, -3.126275, 5.096046], [-1.066030, -1.959570, 5.663296], [0.096267, -1.380934, 5.144576], [3.793794, -2.270986, 3.405832], [4.037711, -2.854688, 4.662603], [5.148541, -3.691009, 4.831336], [6.013005, -3.931275, 3.756930], [5.768745, -3.340594, 2.510219], [4.656879, -2.500044, 2.330987], [2.647803, 0.748928, 3.467473], [1.697972, 1.604079, 4.030090], [2.038814, 2.934915, 4.276112], [3.289590, 3.426695, 3.888769], [4.222480, 2.571627, 3.293380], [3.911248, 1.222928, 3.100816], [0.749689, -3.620941, 2.643821], [-1.307277, -4.662093, 3.584089], [-2.490549, -3.585293, 5.498276], [-1.568649, -1.499317, 6.514089], [0.534989, -0.496710, 5.605366], [3.371222, -2.643089, 5.502117], [5.343770, -4.147009, 5.805679], [6.881914, -4.580267, 3.882544], [6.437532, -3.513786, 1.666176], [4.461663, -2.012315, 1.373978], [0.710660, 1.226705, 4.292549], [1.314189, 3.591388, 4.761826], [3.540326, 4.478692, 4.050159], [5.204977, 2.945913, 2.993552], [4.642587, 0.536376, 2.667224]],
  "atomic_forces_ev_per_a": [[-1.20, 1.87, 1.09], [0.10, 0.05, 0.46], [1.41, 0.46, 2.45], [3.08, -0.58, -1.35], [-1.05, 0.93, 0.80], [0.46, -0.99, -0.66], [0.03, 0.39, 0.78], [-2.62, 0.26, 1.35], [0.00, 0.57, 0.28], [0.29, 0.79, -1.00], [0.98, -0.50, -0.76], [-0.51, -0.75, -0.06], [-0.59, -1.47, -0.22], [0.58, 0.27, -0.11], [-0.39, 0.90, 0.37], [-0.25, 0.63, -0.17], [-0.19, -0.01, -0.39], [0.20, -0.14, -0.10], [-0.06, -0.07, 0.26], [0.38, 0.39, -0.12], [0.16, -0.06, 0.34], [-0.22, 0.08, -0.17], [0.05, -0.23, -0.06], [-0.41, -0.59, -0.11], [-0.29, -0.31, -0.21], [0.32, -0.09, 0.03], [-0.12, 0.23, -0.19], [0.00, 0.17, 0.14], [-0.26, -0.02, 0.25], [0.20, -0.20, 0.03], [0.03, 0.18, -0.21], [-0.04, 0.13, 0.13], [0.12, -1.37, 0.91], [-0.25, -0.24, -3.11], [-0.58, -0.24, -0.25], [0.38, 0.51, -0.67], [0.24, -0.29, -0.06], [-0.21, -0.40, 0.40], [0.37, 0.40, -0.02], [0.08, -0.09, -0.42], [0.30, -0.83, 1.72], [-0.25, -0.04, -3.06], [0.16, 0.28, 1.08], [-0.02, 0.02, -0.14], [0.30, 0.11, 0.11], [0.28, 0.06, -0.18], [0.02, -0.09, -0.03], [-0.26, -0.27, -0.22], [0.21, -0.12, 0.77], [0.30, -0.04, -0.34], [-0.13, 0.18, -0.08], [-0.25, 0.18, -0.24], [-0.38, 0.24, 0.23], [0.09, -0.03, 0.06], [-0.07, 0.01, 0.78], [0.14, 0.05, 0.25], [0.02, -0.05, -0.09], [0.02, -0.32, 0.11], [-0.14, -0.11, -0.01], [0.02, -0.16, -0.01], [-0.27, 0.22, 0.18], [0.11, 0.35, 0.19], [0.27, 0.20, -0.09], [0.16, -0.13, -0.20], [-0.25, -0.17, -0.07], [0.17, -0.16, -0.20], [-0.08, 0.16, -0.35], [-0.28, 0.19, 0.01], [-0.17, 0.01, 0.29], [0.01, -0.16, 0.14], [0.18, 0.26, -0.14], [0.19, -0.18, -0.26], [-0.09, -0.38, -0.02], [-0.38, -0.13, 0.08], [-0.18, 0.28, 0.06]],
  "e_tot_ev": -115519.26309,
  "homo_energy_ev": [-4.510, -5.553],
  "max_force_ev_per_a": 3.42,
  "total_charge": 0,
  "relative_energy_kcal_mol": 42.6
}



[2]
{
  "formula": "C27H35AsN4O7Sn",
  "method": "ωB97M-V/def2-TZVPD",
  "species": ["O", "H", "Sn", "N", "N", "N", "N", "O", "O", "O", "O", "C", "C", "C", "C", "C", "H", "H", "H", "C", "H", "H", "H", "C", "C", "H", "H", "H", "H", "H", "H", "H", "H", "C", "H", "H", "H", "O", "H", "H", "O", "As", "C", "C", "C", "C", "C", "C", "C", "C", "C", "C", "C", "C", "C", "C", "C", "C", "C", "C", "H", "H", "H", "H", "H", "H", "H", "H", "H", "H", "H", "H", "H", "H", "H"],
  "coordinates": [[0.633040, -1.787691, -4.150248], [-0.279213, -1.384796, -4.259793], [0.740875, -0.366188, 0.067721], [0.374331, 1.607417, 1.106521], [2.606445, 0.797426, -0.043269], [-1.136109, -0.996694, 0.969233], [0.267134, -2.378160, -0.784852], [-0.586030, 1.921255, 1.948314], [-1.832775, -0.308574, 1.899344], [1.027090, -3.100511, -1.548105], [3.758674, 0.309421, -0.183139], [2.458058, 2.153421, 0.125802], [1.231503, 2.582106, 0.688286], [-1.613922, -2.205480, 0.622329], [-0.851643, -2.987493, -0.278124], [0.879594, 3.968575, 1.018394], [1.157077, 4.201988, 2.048758], [-0.194024, 4.127079, 0.897582], [1.404220, 4.660978, 0.367563], [3.641359, 2.999577, -0.090474], [4.171342, 2.699903, -0.995155], [4.329769, 2.879175, 0.748422], [3.379029, 4.055005, -0.162573], [-2.842970, -2.645963, 1.284273], [-1.204852, -4.359766, -0.706172], [-3.586159, -1.846750, 1.304601], [-2.609929, -2.965671, 2.302637], [-3.262121, -3.504920, 0.767771], [-0.444885, -4.750157, -1.381717], [-2.160158, -4.354223, -1.236727], [-1.285193, -5.023578, 0.157849], [-1.354020, 0.622621, 1.960637], [0.663065, -1.807010, -3.012027], [0.072729, 0.638661, -1.474108], [0.907080, 0.520497, -2.143849], [-0.569785, -0.046378, -1.953314], [-0.306823, 1.621683, -1.298991], [-3.114195, 2.774609, 0.595144], [-3.852577, 2.167649, 0.758877], [-2.411461, 2.462753, 1.212322], [1.831873, -1.342469, 1.441597], [2.163194, -1.135172, 3.122934], [0.657646, -1.939226, 3.981681], [0.151658, -3.144587, 3.472401], [-0.989638, -3.733889, 4.042510], [-1.616937, -3.118451, 5.140484], [-1.098815, -1.927321, 5.670652], [0.048278, -1.351329, 5.103254], [3.734813, -2.189647, 3.269532], [3.988109, -2.842564, 4.491707], [5.128701, -3.650148, 4.636097], [5.999062, -3.814292, 3.538261], [5.735910, -3.181550, 2.310344], [4.595596, -2.370018, 2.182005], [2.560134, 0.720625, 3.389234], [1.599069, 1.605408, 3.889813], [1.917919, 2.950560, 4.108876], [3.199180, 3.423148, 3.799894], [4.161919, 2.545093, 3.280835], [3.842300, 1.192988, 3.090530], [0.662031, -3.620433, 2.630674], [-1.367221, -4.684854, 3.631702], [-2.503604, -3.584012, 5.576511], [-1.587625, -1.455608, 6.536070], [0.477351, -0.444740, 5.529318], [3.291999, -2.720127, 5.325011], [5.347990, -4.139486, 5.598418], [6.895719, -4.435800, 3.637309], [6.411098, -3.299156, 1.447152], [4.369632, -1.872579, 1.237606], [0.612561, 1.233741, 4.152899], [1.159402, 3.624530, 4.531276], [3.451598, 4.475643, 3.960795], [5.173124, 2.906490, 3.042638], [4.588705, 0.497244, 2.703132]],
  "atomic_forces_ev_per_a": [[-1.76, 0.95, 4.74], [1.57, -0.66, -0.09], [0.80, 0.29, 2.49], [2.70, 1.14, -0.28], [-0.31, 2.29, 0.93], [-0.46, -2.62, -0.74], [-0.91, -3.07, 0.64], [-1.40, 0.00, 0.13], [-0.16, 0.56, 0.40], [-0.41, 1.61, 0.43], [0.85, -0.39, -0.50], [0.31, -2.53, -0.81], [-2.28, -2.22, 1.36], [0.88, 3.34, 1.42], [2.31, 1.21, -1.50], [0.03, 0.77, -0.11], [-0.19, 0.06, -0.06], [0.06, -0.07, 0.14], [0.07, 0.13, -0.05], [0.30, 0.47, -0.03], [0.00, -0.06, 0.04], [0.18, 0.03, -0.11], [0.00, -0.04, 0.01], [-0.77, -0.72, -0.13], [-0.19, -0.26, -0.02], [0.16, -0.05, 0.16], [-0.15, 0.26, 0.03], [-0.09, -0.08, -0.04], [-0.02, 0.14, 0.12], [-0.05, -0.13, 0.06], [-0.09, -0.08, -0.05], [-0.11, -0.05, 0.09], [0.31, -0.52, -4.89], [-0.15, -0.19, -2.89], [0.55, 1.04, -0.62], [-1.75, -0.31, -0.62], [-0.09, 0.33, -0.14], [0.12, -0.55, 0.61], [0.29, 0.27, -0.11], [-0.21, 0.31, -0.54], [0.02, -0.57, 1.30], [0.04, 0.02, -2.49], [-0.64, -0.02, 1.11], [-0.05, -0.06, -0.08], [0.42, 0.26, 0.14], [0.37, 0.10, -0.31], [0.08, -0.19, -0.10], [-0.14, -0.19, -0.12], [0.60, -0.89, 0.88], [0.41, -0.09, -0.19], [-0.01, 0.21, -0.40], [-0.24, 0.23, -0.03], [-0.30, 0.12, 0.38], [0.13, 0.04, -0.14], [-0.11, 0.68, 0.77], [0.08, 0.02, 0.40], [0.10, -0.15, 0.02], [-0.02, -0.36, -0.08], [-0.18, -0.21, 0.14], [0.23, -0.04, -0.04], [-0.26, 0.14, 0.16], [0.21, 0.61, 0.29], [0.28, 0.22, -0.10], [0.33, -0.24, -0.50], [-0.23, -0.19, -0.04], [0.23, -0.07, -0.16], [-0.18, 0.27, -0.62], [-0.40, 0.23, 0.01], [-0.43, 0.01, 0.59], [0.05, -0.08, 0.13], [0.09, 0.26, -0.22], [0.39, -0.37, -0.29], [-0.10, -0.40, -0.05], [-0.58, -0.23, 0.11], [-0.12, 0.29, 0.04]],
  "e_tot_ev": -115521.10938,
  "homo_energy_ev": [-6.680, -6.671],
  "max_force_ev_per_a": 5.15,
  "total_charge": 0,
  "relative_energy_kcal_mol": 0.0
}



[3]
{
  "formula": "C27H35BO4S",
  "method": "ωB97M-V/def2-TZVPD",
  "species": ["C", "O", "C", "C", "C", "C", "C", "C", "C", "C", "H", "H", "H", "H", "H", "H", "H", "H", "H", "H", "H", "C", "O", "C", "C", "C", "C", "B", "C", "C", "C", "C", "C", "S", "O", "C", "C", "C", "C", "C", "C", "O", "C", "C", "H", "H", "H", "H", "H", "H", "H", "H", "H", "H", "H", "H", "H", "H", "H", "H", "H", "H", "H", "H", "H", "H", "H", "H"],
  "coordinates": [[-0.276977, 0.383710, 3.985110], [0.523763, 0.139052, 2.813236], [0.471949, 0.979680, 1.804989], [0.151546, 0.517845, 0.479543], [-0.243719, 1.473635, -0.496972], [-0.193077, 1.152076, -1.838269], [0.219607, -0.117998, -2.252937], [0.343955, -0.393515, -3.726436], [0.464388, -1.107081, -1.293433], [0.394941, -0.820058, 0.058336], [-0.180648, -0.498203, 4.604357], [0.104688, 1.266147, 4.504412], [-1.321522, 0.531272, 3.680864], [0.447899, 2.055120, 2.026640], [-0.536749, 2.469534, -0.160991], [-0.440945, 1.897441, -2.600106], [0.691698, -1.414749, -3.913788], [-0.643646, -0.261689, -4.188580], [1.028880, 0.298388, -4.239334], [0.733969, -2.115144, -1.623001], [0.582288, -1.587592, 0.818906], [-0.777036, 5.722805, 5.769193], [-0.028926, 4.544804, 6.105628], [1.023647, 4.164471, 5.323496], [1.753595, 3.025983, 5.740827], [2.764970, 2.508204, 4.938607], [3.085695, 3.121573, 3.728188], [4.352807, 2.568043, 2.798613], [5.621601, 3.429303, 3.283117], [6.082305, 4.635722, 2.792383], [7.345282, 5.010724, 3.378797], [7.840756, 4.060784, 4.255994], [9.043312, 4.142708, 5.112303], [6.763721, 2.704430, 4.371645], [4.671509, 1.187145, 2.993803], [5.123520, 0.696747, 1.741333], [6.643765, 0.753936, 1.644847], [4.694297, -0.763052, 1.637388], [4.417549, 1.714908, 0.702532], [5.094606, 1.879393, -0.644042], [2.984745, 1.322519, 0.453770], [4.356509, 2.945568, 1.402649], [2.372507, 4.242173, 3.315856], [1.360269, 4.788137, 4.111353], [-1.527954, 5.805100, 6.555575], [-0.141371, 6.618632, 5.770033], [-1.273237, 5.616154, 4.794557], [1.510325, 2.567236, 6.695491], [3.321300, 1.633209, 5.276964], [5.573580, 5.271643, 2.064905], [7.857895, 5.959685, 3.181752], [9.591808, 5.061101, 4.893965], [8.727509, 4.152064, 6.160360], [9.680958, 3.271588, 4.932667], [6.973755, 0.256428, 0.718958], [7.006900, 1.789359, 1.658713], [7.101305, 0.219381, 2.486337], [4.879218, -1.167850, 0.635083], [5.277049, -1.361607, 2.347924], [3.636659, -0.878032, 1.889985], [5.084266, 0.935408, -1.206446], [4.538983, 2.617065, -1.231908], [6.133576, 2.211883, -0.557187], [2.888003, 0.414777, -0.154005], [2.488632, 1.172985, 1.426873], [2.455574, 2.154145, -0.025599], [2.643018, 4.718165, 2.379223], [0.844945, 5.689335, 3.780926]],
  "atomic_forces_ev_per_a": [[-0.04, 1.00, 0.54], [0.18, 0.08, -2.21], [-1.76, -1.09, 0.65], [0.42, -0.05, -0.15], [0.65, 0.01, 0.35], [-0.27, 0.28, 0.08], [0.07, 0.13, -0.14], [-0.07, -0.19, -0.09], [-0.07, -0.34, 0.19], [0.11, 0.27, 0.42], [0.10, -0.06, -0.03], [-0.02, -0.03, 0.05], [0.32, -0.12, 0.04], [0.09, -0.15, 0.10], [0.23, -0.16, -0.19], [0.03, -0.23, 0.35], [-0.12, 0.21, 0.01], [0.22, -0.10, 0.00], [-0.17, -0.11, 0.35], [-0.13, 0.36, 0.16], [0.12, 0.35, -0.40], [0.47, -0.56, 0.10], [-0.41, 0.50, 0.31], [0.51, -0.36, -0.72], [-0.44, 0.46, -0.10], [-0.40, 0.43, 0.25], [0.49, -1.05, -1.45], [0.63, 2.58, 2.24], [0.73, 0.74, 0.06], [0.59, -0.38, 1.07], [0.16, -0.62, 0.49], [-0.83, 0.76, -0.83], [0.13, -0.08, 0.09], [-0.07, 1.18, -0.24], [-0.59, -1.41, -0.77], [-0.27, 0.32, -0.21], [0.28, 0.11, -0.35], [-0.07, -0.07, -0.21], [0.18, -0.18, 0.52], [0.30, -0.08, -0.19], [-0.42, -0.27, -0.17], [-0.65, -1.25, -1.71], [-0.14, -0.07, 0.63], [-0.27, -0.12, 0.25], [0.07, 0.06, -0.13], [-0.09, -0.19, -0.05], [0.12, 0.03, 0.14], [-0.08, 0.09, -0.05], [-0.07, 0.17, -0.13], [-0.01, -0.43, 0.22], [-0.12, -0.41, 0.07], [0.09, -0.12, 0.08], [0.32, -0.01, 0.01], [0.17, 0.17, 0.22], [-0.01, 0.20, 0.17], [-0.05, -0.27, -0.05], [-0.21, 0.15, -0.09], [-0.05, 0.03, 0.06], [-0.12, 0.14, -0.08], [0.05, 0.00, -0.05], [0.03, 0.09, 0.12], [0.10, 0.00, 0.06], [-0.21, 0.01, 0.08], [-0.15, 0.04, 0.14], [0.26, -0.13, 0.07], [0.19, -0.10, -0.06], [-0.02, 0.02, 0.00], [0.03, -0.21, 0.11]],
  "e_tot_ev": -48266.41785,
  "homo_energy_ev": -6.176,
  "max_force_ev_per_a": 3.48,
  "total_charge": 0,
  "relative_energy_kcal_mol": 86.1
}



Question: What is the formula in the third record?
Answer: C27H35BO4S